[1]
{"formula": "C16H34O3P2SSn", "method": "ωB97M-V/def2-TZVPD", "species": ["Sn", "S", "P", "P", "O", "O", "O", "C", "C", "C", "C", "C", "C", "C", "C", "C", "C", "C", "C", "C", "C", "C", "C", "H", "H", "H", "H", "H", "H", "H", "H", "H", "H", "H", "H", "H", "H", "H", "H", "H", "H", "H", "H", "H", "H", "H", "H", "H", "H", "H", "H", "H", "H", "H", "H", "H", "H"], "coordinates": [[-0.974, 0.413, -0.300], [-2.895, 0.331, 1.822], [4.900, -2.033, -3.931], [2.984, -4.500, -3.796], [-1.636, -0.468, 1.940], [-3.054, 0.644, 0.296], [-2.983, 1.518, 2.616], [-0.219, -1.853, -1.478], [1.796, -5.394, -4.849], [6.475, -1.450, -3.218], [5.559, -3.666, -4.572], [0.512, -2.388, -0.471], [4.434, -4.602, -4.982], [5.000, -1.139, -5.542], [-4.254, -0.787, 2.095], [3.511, -5.913, -2.730], [0.369, -1.332, -2.760], [2.849, -1.270, 0.069], [1.754, -0.595, -2.722], [2.050, 0.384, -1.626], [2.608, 0.096, -0.451], [-0.091, 2.093, 0.758], [1.975, -2.494, -0.455], [4.787, -5.640, -4.987], [0.024, -2.576, 0.496], [6.708, -2.062, -2.343], [0.827, 2.448, 0.269], [4.372, -5.611, -2.119], [4.871, -0.068, -5.345], [6.186, -4.102, -3.781], [-4.035, -1.327, 3.027], [1.789, -0.009, -3.659], [-1.327, -1.899, -1.494], [-0.361, -0.641, -3.223], [1.782, 1.428, -1.827], [0.513, -2.165, -3.486], [1.547, -4.761, -5.704], [2.400, -2.788, -1.421], [3.786, -6.775, -3.353], [0.895, -5.587, -4.262], [2.725, -1.216, 1.173], [5.978, -1.313, -6.010], [0.102, 1.902, 1.817], [2.214, -3.287, 0.272], [7.290, -1.524, -3.943], [2.671, -6.182, -2.078], [-0.882, 2.851, 0.667], [6.349, -0.408, -2.914], [4.203, -1.494, -6.207], [4.052, -4.367, -5.986], [6.203, -3.450, -5.433], [-4.304, -1.462, 1.233], [2.774, 0.907, 0.258], [2.535, -1.379, -2.797], [3.907, -1.564, -0.138], [-5.164, -0.185, 2.195], [2.212, -6.340, -5.203]], "lumo_ev": 0.42, "e_homo_ev": -7.0, "orbital_gap_ev": 7.40, "de_lowest_kcal_mol": 8.5, "total_charge": 0, "total_energy_ev": -58527.840}



[2]
{"formula": "C3H11NO3", "method": "ωB97M-V/def2-TZVPD", "species": ["O", "O", "O", "N", "C", "C", "C", "H", "H", "H", "H", "H", "H", "H", "H", "H", "H", "H"], "coordinates": [[0.194, -2.484, 0.955], [-0.648, 2.051, -0.469], [0.773, 0.986, 2.346], [-0.691, -0.656, -0.305], [0.539, 1.433, -0.983], [0.089, 0.029, -1.325], [-0.642, -2.062, -0.171], [-0.421, 2.945, -0.196], [0.981, -0.586, -1.597], [0.436, 1.681, 2.923], [-0.293, -1.984, 1.654], [-1.678, -2.457, -0.035], [-0.533, 0.074, -2.261], [-1.633, -0.285, -0.290], [0.868, 2.018, -1.840], [1.398, 1.353, -0.273], [1.402, 0.493, 2.881], [-0.141, -2.549, -1.014]], "lumo_ev": 0.67, "e_homo_ev": -8.7, "orbital_gap_ev": 9.36, "de_lowest_kcal_mol": 48.3, "total_charge": 0, "total_energy_ev": -10920.911, "smiles": "OCCNCO.O"}



[3]
{"formula": "C5H12ClO3PS2", "method": "ωB97M-V/def2-TZVPD", "species": ["Cl", "S", "S", "P", "O", "O", "O", "C", "C", "C", "C", "C", "H", "H", "H", "H", "H", "H", "H", "H", "H", "H", "H", "H"], "coordinates": [[-2.110, -5.117, 0.611], [2.335, 2.743, 1.057], [-2.456, -3.075, 0.171], [-0.451, -2.332, -0.285], [1.711, 1.379, 1.090], [-3.047, -2.573, -2.536], [-5.015, -3.101, -1.126], [-3.568, -2.876, -1.331], [1.116, 3.882, 0.358], [-0.498, -0.482, -0.758], [2.271, 3.410, 2.737], [0.346, -3.427, -1.631], [1.482, -3.218, -1.828], [0.258, -4.559, -1.278], [0.168, 3.790, 0.894], [0.964, 3.626, -0.693], [1.491, 4.906, 0.430], [0.099, 0.164, 0.049], [2.607, 4.449, 2.730], [-1.632, -0.129, -0.645], [-0.204, -3.381, -2.688], [-0.055, -0.246, -1.828], [1.252, 3.348, 3.126], [2.937, 2.819, 3.372]], "lumo_ev": -2.27, "e_homo_ev": -8.8, "orbital_gap_ev": 6.55, "total_charge": 0, "total_energy_ev": -54997.954}



[4]
{"formula": "C58H119BN5O16", "method": "ωB97M-V/def2-TZVPD", "species": ["O", "O", "O", "O", "O", "O", "O", "O", "O", "O", "O", "O", "O", "O", "O", "O", "N", "N", "N", "N", "N", "C", "C", "C", "C", "C", "C", "C", "C", "C", "C", "C", "C", "C", "C", "C", "C", "C", "C", "C", "C", "C", "C", "C", "C", "C", "C", "C", "C", "C", "C", "C", "C", "C", "C", "C", "C", "C", "C", "C", "C", "C", "C", "C", "C", "C", "C", "C", "C", "C", "C", "C", "C", "C", "C", "C", "C", "C", "C", "B", "H", "H", "H", "H", "H", "H", "H", "H", "H", "H", "H", "H", "H", "H", "H", "H", "H", "H", "H", "H", "H", "H", "H", "H", "H", "H", "H", "H", "H", "H", "H", "H", "H", "H", "H", "H", "H", "H", "H", "H", "H", "H", "H", "H", "H", "H", "H", "H", "H", "H", "H", "H", "H", "H", "H", "H", "H", "H", "H", "H", "H", "H", "H", "H", "H", "H", "H", "H", "H", "H", "H", "H", "H", "H", "H", "H", "H", "H", "H", "H", "H", "H", "H", "H", "H", "H", "H", "H", "H", "H", "H", "H", "H", "H", "H", "H", "H", "H", "H", "H", "H", "H", "H", "H", "H", "H", "H", "H", "H", "H", "H", "H", "H", "H", "H", "H", "H", "H", "H"], "coordinates": [[10.634, 10.341, -21.452], [15.743, 9.913, -25.854], [13.938, 10.527, -24.591], [17.243, 16.701, -20.167], [9.842, 17.953, -21.596], [12.511, 9.905, -22.661], [14.896, 10.287, -22.448], [20.834, 6.626, -24.997], [15.590, 12.119, -27.938], [7.788, 10.213, -21.918], [19.451, 8.868, -22.716], [16.952, 9.565, -23.076], [11.671, 13.253, -21.751], [13.463, 4.089, -20.519], [11.930, 16.119, -26.761], [13.271, 12.111, -22.838], [16.455, 11.833, -28.999], [7.321, 10.495, -23.190], [17.628, 16.165, -21.334], [14.066, 5.025, -19.701], [20.090, 5.596, -25.520], [17.873, 12.184, -28.731], [7.701, 9.468, -24.231], [15.696, 14.646, -21.684], [16.407, 18.007, -22.632], [15.163, 10.148, -24.762], [9.333, 16.685, -21.841], [17.416, 15.073, -24.104], [18.429, 11.389, -27.600], [14.873, 5.961, -20.512], [11.646, 10.712, -22.053], [21.389, 4.063, -24.156], [12.147, 12.145, -22.110], [13.207, 3.999, -17.535], [17.707, 13.875, -20.502], [15.818, 9.992, -23.291], [6.997, 8.143, -23.731], [17.891, 6.860, -25.435], [20.150, 10.546, -24.243], [20.287, 10.008, -22.807], [9.920, 15.859, -20.683], [19.358, 3.204, -25.357], [8.761, 12.584, -23.384], [6.351, 12.685, -22.606], [15.579, 3.439, -18.352], [18.756, 12.013, -30.007], [9.237, 9.234, -24.282], [18.972, 6.101, -26.336], [15.990, 10.792, -29.907], [7.362, 11.966, -23.522], [17.662, 17.121, -22.421], [15.780, 9.480, -29.236], [11.140, 14.468, -25.270], [15.942, 6.694, -18.247], [19.969, 4.421, -24.640], [18.039, 13.679, -28.455], [18.052, 16.425, -23.761], [14.456, 4.491, -18.328], [17.195, 14.781, -21.566], [11.738, 15.800, -25.385], [7.105, 9.808, -25.588], [18.514, 10.662, -30.698], [18.857, 18.056, -22.175], [7.778, 16.748, -21.976], [17.677, 14.212, -22.953], [18.356, 4.838, -27.001], [19.021, 4.729, -23.396], [19.781, 11.038, -21.763], [19.453, 6.946, -27.466], [17.010, 10.616, -31.060], [14.049, 6.597, -21.626], [18.071, 3.565, -26.108], [7.245, 11.305, -26.084], [16.213, 5.348, -21.076], [14.608, 11.265, -30.460], [6.842, 12.271, -24.960], [13.092, 15.905, -24.589], [14.918, 5.749, -17.485], [15.324, 7.077, -19.632], [13.659, 10.700, -23.146], [18.534, 9.102, -22.877], [18.597, 12.827, -30.714], [17.371, 14.210, -19.521], [9.645, 14.816, -20.836], [18.301, 10.310, -27.692], [17.070, 6.188, -25.185], [9.940, 18.092, -20.651], [15.247, 15.265, -22.462], [11.569, 13.707, -25.923], [18.792, 13.974, -20.479], [9.779, 10.074, -24.714], [19.806, 11.905, -29.738], [18.355, 7.238, -24.524], [11.257, 14.139, -24.238], [9.667, 16.389, -22.836], [16.938, 6.254, -18.298], [21.734, 4.891, -23.537], [18.752, 7.206, -28.260], [8.739, 10.203, -22.054], [14.090, 6.380, -17.160], [8.715, 13.651, -23.600], [19.109, 13.890, -28.440], [22.021, 4.069, -25.044], [15.569, 17.388, -22.951], [20.271, 9.723, -24.948], [19.218, 10.527, -31.520], [11.008, 15.822, -20.635], [11.140, 16.620, -24.987], [7.401, 17.263, -21.092], [6.077, 9.487, -25.751], [12.322, 4.618, -17.393], [14.777, 12.088, -31.154], [5.350, 12.267, -22.498], [19.500, 11.501, -27.430], [9.506, 16.160, -19.721], [6.620, 12.645, -21.550], [14.075, 10.551, -31.088], [16.797, 5.900, -21.812], [15.478, 13.591, -21.848], [20.980, 11.226, -24.434], [18.017, 11.779, -26.669], [21.489, 3.106, -23.643], [13.499, 5.866, -22.217], [17.942, 4.715, -23.553], [16.289, 16.606, -20.209], [20.437, 10.825, -20.919], [8.245, 11.479, -26.482], [18.738, 13.965, -22.904], [6.296, 13.752, -22.820], [16.932, 5.135, -20.285], [13.188, 7.097, -21.181], [12.596, 4.502, -20.510], [13.872, 15.354, -25.115], [16.870, 9.647, -31.538], [7.272, 7.835, -22.722], [19.127, 16.305, -23.893], [9.168, 12.466, -22.379], [21.326, 9.774, -22.573], [5.756, 12.240, -24.884], [6.674, 11.378, -27.010], [19.757, 17.506, -21.899], [18.969, 4.504, -27.839], [15.895, 4.408, -21.526], [19.708, 7.917, -27.040], [17.663, 14.336, -29.240], [7.268, 13.227, -25.265], [18.723, 18.738, -21.336], [18.710, 10.972, -21.570], [15.748, 11.361, -27.371], [17.754, 17.081, -24.579], [20.369, 6.866, -24.192], [13.022, 15.703, -23.520], [19.188, 10.958, -24.550], [16.850, 11.340, -31.859], [15.470, 5.466, -16.589], [5.927, 8.282, -23.884], [7.326, 15.761, -22.072], [7.692, 9.319, -26.366], [7.503, 17.373, -22.825], [19.956, 12.102, -21.925], [15.477, 2.831, -17.453], [10.057, 14.469, -25.396], [15.383, 2.747, -19.171], [9.515, 12.291, -24.114], [20.268, 6.479, -28.018], [19.239, 5.738, -23.046], [16.092, 7.685, -20.110], [12.911, 3.042, -17.964], [17.304, 13.210, -23.161], [18.941, 2.525, -24.614], [7.163, 7.240, -24.319], [16.049, 7.604, -17.655], [17.532, 12.812, -20.666], [16.728, 9.171, -28.797], [16.601, 18.726, -23.428], [15.138, 14.870, -20.775], [13.846, 11.484, -29.713], [14.546, 7.791, -19.361], [14.970, 9.593, -28.516], [13.383, 16.952, -24.500], [11.744, 17.061, -26.772], [17.522, 7.675, -26.057], [16.351, 15.189, -24.305], [19.187, 4.145, -22.491], [9.535, 8.806, -23.325], [15.417, 8.686, -29.888], [19.189, 18.640, -23.035], [17.418, 5.163, -27.452], [20.119, 2.776, -26.009], [13.670, 3.591, -16.636], [17.366, 3.813, -25.315], [17.629, 13.997, -27.497], [18.718, 9.906, -29.940], [16.589, 3.818, -18.508], [17.846, 14.704, -25.035], [17.667, 2.751, -26.709], [16.164, 18.556, -21.722], [14.644, 7.334, -22.165], [9.340, 8.507, -25.089]], "lumo_ev": 1.89, "e_homo_ev": -6.0, "orbital_gap_ev": 7.92, "total_charge": -1, "total_energy_ev": -102961.782}



[5]
{"formula": "C27H28N2O4P2SSm", "method": "ωB97M-V/def2-TZVPD", "species": ["Sm", "S", "P", "P", "O", "O", "O", "O", "N", "N", "C", "C", "C", "C", "C", "C", "C", "C", "C", "C", "C", "C", "C", "C", "C", "C", "C", "C", "C", "C", "C", "C", "C", "C", "C", "C", "C", "H", "H", "H", "H", "H", "H", "H", "H", "H", "H", "H", "H", "H", "H", "H", "H", "H", "H", "H", "H", "H", "H", "H", "H", "H", "H", "H", "H"], "coordinates": [[-0.090, 0.065, -0.028], [-1.553, 0.405, 2.559], [-2.613, 0.956, -0.985], [-0.210, -2.606, -1.005], [-2.893, 0.891, 2.437], [-0.524, 1.340, 1.999], [-0.719, -3.233, 2.409], [2.209, 1.332, -0.396], [0.218, 0.222, -2.460], [-1.133, -1.025, 1.802], [-1.305, -1.640, 6.535], [3.587, -0.429, -3.882], [-0.917, -2.055, 2.723], [0.046, -2.663, -2.820], [-4.208, 0.099, -0.714], [1.296, -1.894, -3.169], [0.048, 1.505, -3.014], [1.298, -0.473, -3.031], [-1.269, 2.046, -3.179], [3.609, -1.822, -3.889], [-2.487, 1.217, -2.809], [-1.612, -0.273, 6.525], [1.167, -3.597, -0.379], [-1.025, -1.541, 4.116], [-2.899, 2.653, -0.402], [-1.025, -2.273, 5.321], [-1.433, 3.344, -3.675], [2.456, 0.241, -3.412], [-1.276, -0.179, 4.154], [2.493, 1.643, -2.901], [0.990, 3.594, -3.744], [1.182, 2.285, -3.282], [-1.679, -3.660, -0.744], [2.954, 1.571, -1.307], [-1.618, 0.465, 5.338], [-0.300, 4.114, -3.948], [2.476, -2.550, -3.520], [-0.841, -2.191, -3.265], [4.480, 0.112, -4.190], [3.275, 2.218, -3.370], [-5.068, 0.617, -1.180], [1.228, -4.542, -0.925], [-2.475, 0.211, -3.255], [-1.889, 1.513, 5.294], [-0.443, 5.157, -4.231], [4.062, 1.698, -1.506], [-2.435, 3.796, -3.770], [2.107, -3.049, -0.490], [-4.129, -0.933, -1.111], [-1.566, -4.586, -1.335], [-0.672, -3.298, 5.317], [-1.889, 0.225, 7.445], [-4.381, 0.045, 0.378], [-3.411, 1.681, -3.173], [4.523, -2.368, -4.105], [-1.757, -3.879, 0.333], [-3.791, 3.119, -0.834], [2.505, -3.648, -3.489], [0.116, -3.720, -3.096], [1.019, -3.797, 0.687], [-2.578, -3.093, -1.036], [-2.042, 3.293, -0.641], [-1.242, -2.187, 7.480], [1.840, 4.221, -4.000], [-3.023, 2.646, 0.686]], "lumo_ev": [-3.66, -2.92], "spin_multiplicity": 6, "e_homo_ev": [-9.8, -9.8], "orbital_gap_ev": [6.16, 6.92], "de_lowest_kcal_mol": 15.2, "total_charge": 1, "total_energy_ev": -86936.950}



[6]
{"formula": "C7H13N3", "method": "ωB97M-V/def2-TZVPD", "species": ["N", "N", "N", "C", "C", "C", "C", "C", "C", "C", "H", "H", "H", "H", "H", "H", "H", "H", "H", "H", "H", "H", "H"], "coordinates": [[0.199, 1.408, 1.517], [-0.378, 1.563, -1.616], [-2.692, -0.195, -1.303], [1.684, -0.163, 0.312], [-1.581, -0.269, -0.458], [-0.519, 0.565, -0.673], [-1.673, -1.417, 0.524], [0.373, 0.588, 0.522], [1.883, -1.086, -0.642], [2.770, 0.175, 1.290], [2.407, 0.188, 2.328], [0.198, 2.334, -1.281], [-2.771, 0.653, -1.851], [1.140, -1.353, -1.387], [-3.568, -0.508, -0.897], [-0.897, -1.441, 1.294], [-2.627, -1.367, 1.062], [3.226, 1.163, 1.155], [-0.784, 1.688, 1.588], [-1.637, -2.379, 0.003], [3.641, -0.491, 1.316], [-1.249, 1.889, -2.015], [2.856, -1.546, -0.789]], "lumo_ev": 0.72, "e_homo_ev": -7.1, "orbital_gap_ev": 7.86, "de_lowest_kcal_mol": 33.9, "total_charge": 0, "total_energy_ev": -11938.462, "smiles": "[H]/N=C(C(=C)C)\\C(N)=C(/C)N"}